(1)
{
  "formula": "C36H62BrF2N3O3P3",
  "method": "wB97M-V/def2-TZVPD",
  "elements": ["C", "C", "C", "C", "C", "C", "C", "C", "C", "C", "C", "C", "C", "C", "C", "C", "C", "P", "P", "O", "O", "O", "N", "C", "N", "C", "C", "C", "Br", "N", "C", "P", "C", "C", "H", "H", "H", "H", "H", "H", "H", "H", "H", "H", "H", "H", "H", "H", "H", "H", "H", "H", "H", "H", "H", "H", "H", "H", "H", "H", "H", "H", "H", "H", "H", "H", "H", "H", "H", "H", "H", "H", "H", "H", "H", "H", "H", "H", "H", "H", "H", "H", "H", "H", "H", "H", "F", "C", "C", "C", "C", "C", "C", "H", "H", "H", "H", "H", "F", "C", "C", "C", "C", "C", "C", "H", "H", "H", "H", "H"],
  "xyz": [[7.60, -1.51, -0.79], [7.07, -2.16, 0.62], [5.65, -1.53, 1.14], [4.44, -1.56, 0.02], [4.20, -0.16, -0.78], [4.13, 1.18, 0.18], [3.23, 2.41, -0.44], [3.31, 2.56, -2.08], [2.23, 3.77, -2.48], [1.08, 3.14, -3.47], [-0.38, 3.94, -3.26], [-1.33, 3.04, -2.27], [-2.79, 2.89, -3.05], [-3.65, 1.69, -2.33], [-4.10, 2.00, -0.78], [-5.68, 2.40, -0.71], [-6.64, 1.37, 0.12], [-7.10, 2.10, 1.83], [-5.39, 2.94, 2.88], [-5.27, 4.52, 2.69], [-5.61, 2.53, 4.60], [-3.85, 2.27, 2.43], [-7.76, 1.11, -0.90], [-7.63, -0.35, -1.35], [-7.74, -0.92, -2.60], [-7.61, -2.41, -2.81], [-6.17, -2.91, -3.40], [-5.64, -4.19, -2.46], [-4.72, -1.53, -3.37], [-7.34, -1.02, 0.01], [-6.15, -0.15, 0.47], [-5.59, -0.60, 2.24], [-4.20, -1.92, 2.01], [-6.99, -1.35, 3.30], [6.78, -1.62, -1.62], [8.54, -2.14, -1.14], [7.95, -0.40, -0.64], [7.06, -3.35, 0.61], [7.89, -1.88, 1.44], [5.87, -0.47, 1.60], [5.29, -2.21, 2.04], [4.77, -2.37, -0.79], [3.46, -2.01, 0.51], [3.13, -0.24, -1.30], [4.98, -0.05, -1.67], [5.23, 1.59, 0.33], [3.74, 0.80, 1.24], [2.13, 2.36, -0.01], [3.69, 3.42, 0.01], [4.41, 2.88, -2.37], [2.94, 1.59, -2.62], [2.84, 4.56, -3.13], [1.79, 4.30, -1.51], [0.90, 1.99, -3.31], [1.43, 3.35, -4.58], [-0.86, 3.98, -4.33], [-0.25, 5.01, -2.81], [-1.54, 3.57, -1.23], [-0.94, 1.94, -2.11], [-3.36, 3.91, -3.15], [-2.52, 2.51, -4.14], [-2.96, 0.72, -2.28], [-4.61, 1.38, -2.95], [-3.49, 2.98, -0.46], [-3.75, 1.16, -0.04], [-5.85, 3.48, -0.24], [-6.11, 2.48, -1.82], [-7.97, 3.25, 1.57], [-5.06, 1.67, 4.68], [-3.50, 1.60, 3.10], [-8.67, 1.26, -0.39], [-7.93, -0.28, -3.41], [-7.90, -2.98, -1.82], [-8.42, -2.70, -3.64], [-6.28, -3.29, -4.52], [-5.80, -3.91, -1.33], [-4.48, -4.34, -2.69], [-6.22, -5.18, -2.77], [-8.26, -0.79, 0.48], [-5.28, -0.61, -0.20], [-3.59, -1.57, 1.04], [-3.44, -1.94, 2.90], [-4.68, -2.96, 1.74], [-7.20, -2.49, 3.07], [-8.00, -0.73, 3.26], [-6.65, -1.33, 4.45], [-2.51, 0.24, 3.90], [-1.20, 0.51, 3.92], [-0.56, 0.89, 2.75], [0.80, 1.17, 2.77], [1.52, 1.06, 3.96], [0.87, 0.67, 5.13], [-0.50, 0.40, 5.12], [-1.14, 0.96, 1.83], [1.31, 1.48, 1.85], [2.58, 1.28, 3.97], [1.43, 0.58, 6.06], [-1.02, 0.11, 6.02], [10.36, -1.87, 0.32], [11.24, -2.88, 0.35], [12.48, -2.70, 0.96], [13.39, -3.75, 0.99], [13.06, -4.97, 0.40], [11.82, -5.14, -0.22], [10.90, -4.09, -0.24], [12.72, -1.74, 1.40], [14.35, -3.62, 1.47], [13.77, -5.79, 0.42], [11.56, -6.10, -0.68], [9.93, -4.21, -0.70]],
  "gap_ev": 5.7100,
  "lumo_ha": -0.16410,
  "fmax_ha_per_bohr": 0.13909,
  "energy_ha": -5596.05488,
  "total_charge": 1,
  "e_homo_ev": -10.18
}



(2)
{
  "formula": "C32H80CdO17Zn",
  "method": "wB97M-V/def2-TZVPD",
  "elements": ["Zn", "Cd", "C", "C", "C", "O", "C", "C", "C", "O", "O", "O", "H", "H", "C", "C", "O", "H", "H", "H", "H", "H", "H", "C", "C", "O", "H", "H", "H", "H", "H", "H", "C", "C", "O", "H", "H", "H", "H", "H", "H", "C", "C", "O", "H", "H", "H", "H", "H", "H", "C", "C", "O", "H", "H", "H", "H", "H", "H", "C", "C", "O", "H", "H", "H", "H", "H", "H", "C", "C", "O", "H", "H", "H", "H", "H", "H", "C", "C", "O", "H", "H", "H", "H", "H", "H", "C", "C", "O", "H", "H", "H", "H", "H", "H", "C", "C", "O", "H", "H", "H", "H", "H", "H", "C", "C", "O", "H", "H", "H", "H", "H", "H", "C", "C", "O", "H", "H", "H", "H", "H", "H", "C", "C", "O", "H", "H", "H", "H", "H", "H"],
  "xyz": [[2.09, -24.40, 3.98], [1.09, -16.60, 5.14], [0.70, -20.86, 5.70], [1.40, -21.95, 5.11], [2.42, -21.64, 3.94], [2.74, -22.63, 3.28], [2.82, -20.30, 3.71], [2.20, -19.29, 4.39], [1.07, -19.57, 5.36], [0.34, -18.60, 5.78], [2.51, -18.07, 4.12], [1.16, -23.15, 5.29], [-0.09, -21.02, 6.42], [3.54, -20.12, 2.92], [3.60, -25.00, 0.17], [4.06, -25.29, 1.60], [2.91, -25.61, 2.43], [4.50, -24.80, -0.42], [3.01, -24.09, 0.12], [3.06, -25.84, -0.25], [4.55, -24.42, 2.04], [4.76, -26.12, 1.60], [2.57, -26.41, 2.01], [2.84, -27.87, 5.02], [1.40, -27.43, 4.78], [1.27, -26.01, 4.98], [3.05, -28.93, 4.86], [3.10, -27.67, 6.06], [3.54, -27.36, 4.37], [0.78, -27.89, 5.55], [1.08, -27.73, 3.78], [0.80, -25.89, 5.84], [3.62, -19.94, -0.01], [3.47, -21.32, -0.63], [2.23, -21.46, -1.33], [3.36, -19.14, -0.71], [4.65, -19.78, 0.31], [2.94, -19.80, 0.83], [3.53, -22.08, 0.16], [4.28, -21.47, -1.34], [2.32, -21.22, -2.26], [-0.99, -24.00, 7.74], [0.10, -24.89, 8.26], [0.22, -26.11, 7.49], [-1.09, -23.13, 8.39], [-1.98, -24.46, 7.68], [-0.83, -23.63, 6.73], [-0.22, -25.18, 9.27], [1.05, -24.37, 8.30], [-0.07, -26.82, 8.06], [-3.52, -17.27, 4.37], [-2.75, -18.34, 3.60], [-2.26, -17.68, 2.42], [-4.27, -16.82, 3.73], [-2.82, -16.49, 4.70], [-3.96, -17.65, 5.29], [-3.40, -19.16, 3.30], [-1.91, -18.72, 4.20], [-1.63, -16.99, 2.66], [4.17, -24.98, 7.34], [4.33, -23.98, 6.19], [3.89, -24.60, 4.95], [4.56, -24.53, 8.25], [4.68, -25.91, 7.11], [3.11, -25.20, 7.42], [5.35, -23.61, 6.06], [3.77, -23.07, 6.42], [4.66, -25.10, 4.67], [-0.47, -20.88, 1.82], [-0.74, -21.86, 0.67], [0.42, -22.69, 0.44], [-0.28, -21.42, 2.75], [-1.35, -20.25, 1.99], [0.42, -20.29, 1.58], [-0.91, -21.31, -0.26], [-1.60, -22.49, 0.90], [1.01, -22.17, -0.13], [3.09, -18.20, 8.32], [2.15, -17.01, 8.18], [2.34, -16.35, 6.90], [2.65, -18.93, 9.01], [4.11, -17.90, 8.54], [3.15, -18.74, 7.37], [2.24, -16.31, 9.01], [1.10, -17.30, 8.21], [3.16, -15.84, 6.87], [-1.71, -18.81, 8.76], [-2.49, -17.94, 7.77], [-2.35, -16.56, 8.10], [-1.80, -19.88, 8.58], [-1.99, -18.53, 9.78], [-0.65, -18.59, 8.63], [-3.55, -18.20, 7.81], [-2.08, -18.10, 6.77], [-2.87, -16.42, 8.90], [-1.62, -24.44, 3.87], [-0.79, -24.90, 2.68], [0.49, -24.24, 2.67], [-1.20, -24.79, 4.81], [-2.61, -24.92, 3.80], [-1.78, -23.36, 3.88], [-1.23, -24.77, 1.70], [-0.64, -25.98, 2.79], [0.55, -23.68, 1.87], [5.83, -20.71, 5.91], [6.14, -20.51, 7.39], [5.90, -21.75, 8.07], [4.81, -21.06, 5.77], [6.52, -21.43, 5.48], [5.97, -19.79, 5.34], [5.48, -19.77, 7.83], [7.13, -20.10, 7.57], [6.60, -22.34, 7.78], [5.17, -15.36, 2.26], [4.94, -16.84, 1.95], [5.18, -17.63, 3.10], [4.95, -14.75, 1.39], [6.24, -15.24, 2.46], [4.59, -15.00, 3.11], [5.64, -17.14, 1.17], [3.95, -16.96, 1.51], [4.32, -17.94, 3.42], [-4.04, -21.75, 7.64], [-3.47, -21.43, 6.27], [-4.20, -21.96, 5.18], [-3.30, -21.47, 8.40], [-4.14, -22.82, 7.82], [-4.97, -21.26, 7.92], [-2.43, -21.78, 6.25], [-3.40, -20.35, 6.11], [-5.09, -21.61, 5.18]],
  "gap_ev": 5.7362,
  "lumo_ha": -0.28322,
  "fmax_ha_per_bohr": 0.03977,
  "energy_ha": -4492.86122,
  "total_charge": 2,
  "e_homo_ev": -13.44
}



(3)
{
  "formula": "C3H2IN",
  "method": "wB97M-V/def2-TZVPD",
  "elements": ["C", "C", "I", "C", "N", "H", "H"],
  "xyz": [[-0.38, 0.04, -0.01], [-1.46, -0.70, 0.00], [-3.36, 0.27, 0.01], [-1.53, -2.40, 0.00], [-1.59, -3.54, 0.01], [-0.55, 1.07, 0.12], [0.54, -0.25, 0.15]],
  "gap_ev": 9.7823,
  "lumo_ha": -0.00800,
  "fmax_ha_per_bohr": 0.10114,
  "energy_ha": -467.87597,
  "smiles": "C=C(I)C#N",
  "e_homo_ev": -10.00
}



(4)
{
  "formula": "C4H15NO2",
  "method": "wB97M-V/def2-TZVPD",
  "elements": ["C", "C", "N", "C", "C", "H", "H", "H", "H", "H", "H", "H", "H", "H", "H", "H", "O", "H", "H", "O", "H", "H"],
  "xyz": [[-0.33, 1.69, 1.85], [0.58, 1.06, 0.81], [-0.15, 0.60, -0.39], [0.75, 0.40, -1.53], [0.02, -0.33, -2.66], [0.18, 1.81, 2.80], [-0.77, 2.64, 1.55], [-1.17, 1.02, 2.05], [1.08, 0.16, 1.21], [1.43, 1.72, 0.58], [-0.75, 1.39, -0.61], [1.08, 1.37, -1.93], [1.64, -0.17, -1.23], [-0.70, 0.27, -3.23], [-0.53, -1.17, -2.24], [0.79, -0.57, -3.39], [0.85, -2.60, 1.45], [-0.03, -2.27, 1.66], [0.72, -3.34, 0.85], [-1.84, -1.19, 1.04], [-1.50, -2.03, 0.76], [-1.34, -0.45, 0.61]],
  "gap_ev": 10.3043,
  "lumo_ha": 0.02851,
  "fmax_ha_per_bohr": 0.02940,
  "energy_ha": -366.61613,
  "smiles": "CCNCC.O.O",
  "e_homo_ev": -9.53
}



(5)
{
  "formula": "C4H10FN",
  "method": "wB97M-V/def2-TZVPD",
  "elements": ["C", "C", "C", "F", "C", "N", "H", "H", "H", "H", "H", "H", "H", "H", "H", "H"],
  "xyz": [[-2.37, -0.62, 0.24], [-1.34, 0.34, -0.37], [0.04, 0.31, 0.31], [0.59, 1.51, -0.01], [0.82, -0.77, -0.36], [2.28, -0.53, 0.08], [-2.43, -0.47, 1.38], [-3.40, -0.46, -0.20], [-2.00, -1.67, 0.07], [-1.12, -0.15, -1.35], [-1.59, 1.39, -0.38], [0.21, 0.14, 1.43], [0.71, -0.76, -1.45], [0.49, -1.78, -0.02], [2.84, -1.38, 0.12], [2.05, -0.33, 1.03]],
  "gap_ev": 10.7332,
  "lumo_ha": 0.03910,
  "fmax_ha_per_bohr": 0.05508,
  "energy_ha": -312.98401,
  "smiles": "CC[C@H](F)CN",
  "e_homo_ev": -9.67
}



(6)
{
  "formula": "C9H13F3IN2O",
  "method": "wB97M-V/def2-TZVPD",
  "elements": ["F", "C", "F", "F", "C", "C", "C", "C", "N", "N", "C", "I", "C", "H", "H", "H", "H", "H", "H", "H", "C", "C", "O", "H", "H", "H", "H", "H", "H"],
  "xyz": [[0.93, 0.46, 1.55], [1.69, 0.69, 0.37], [3.04, 0.40, 0.61], [1.20, -0.13, -0.67], [1.51, 2.23, -0.01], [0.23, 2.48, -0.93], [-1.16, 2.12, -0.24], [-2.24, 1.19, -0.80], [-3.48, 0.80, -0.24], [-3.85, 1.27, 0.95], [-2.98, 2.16, 1.56], [-3.70, 2.89, 3.51], [-1.60, 2.71, 1.16], [1.45, 2.87, 0.93], [2.44, 2.53, -0.62], [0.30, 1.86, -1.90], [0.20, 3.58, -1.23], [-2.02, 0.74, -1.84], [-4.11, 0.15, -0.74], [-0.96, 3.45, 1.74], [2.24, -3.65, 0.08], [1.13, -4.31, -0.73], [-0.12, -3.69, -0.44], [2.03, -3.73, 1.15], [3.20, -4.12, -0.12], [2.31, -2.59, -0.16], [1.05, -5.37, -0.47], [1.33, -4.23, -1.80], [-0.04, -2.75, -0.68]],
  "gap_ev": 6.5887,
  "lumo_ha": -0.21115,
  "fmax_ha_per_bohr": 0.11610,
  "energy_ha": -1132.39498,
  "total_charge": 1,
  "e_homo_ev": -12.33
}